No. 1
The following is a DFT calculation (ωB97M-V/def2-TZVPD) of a molecular structure, C22H30CoN3O2.

Geometry (Å):
Co  -0.077  -0.536  -0.214
C  -0.097  -2.426  -3.101
C  0.215  -1.101  -2.487
C  -0.739  -0.074  -2.454
C  -0.461  1.157  -1.846
C  0.767  1.367  -1.219
C  1.743  0.360  -1.264
C  1.457  -0.870  -1.871
H  0.209  -2.412  -4.150
H  -1.164  -2.639  -3.069
H  0.447  -3.228  -2.606
H  -1.722  -0.261  -2.868
H  -1.225  1.923  -1.816
H  0.977  2.295  -0.703
H  2.687  0.502  -0.758
H  2.181  -1.672  -1.820
N  -5.695  1.917  3.225
C  -5.120  0.718  3.028
O  -5.430  -0.323  3.564
C  -3.942  0.659  2.079
C  -3.977  -0.269  1.040
C  -2.831  -0.507  0.323
N  -1.684  0.144  0.591
C  -1.647  1.064  1.565
C  -2.765  1.358  2.319
H  -6.485  1.970  3.849
H  -5.460  2.727  2.678
H  -4.877  -0.832  0.831
H  -2.804  -1.242  -0.470
H  -0.692  1.538  1.754
H  -2.694  2.087  3.116
C  -0.901  -4.633  2.852
N  -0.819  -3.341  2.152
C  -1.251  -2.177  2.924
C  -0.500  -3.318  0.889
O  -0.474  -2.340  0.074
H  -0.489  -4.518  3.851
H  -0.326  -5.387  2.320
H  -1.941  -4.948  2.930
H  -0.800  -2.230  3.912
H  -2.338  -2.190  3.034
H  -0.921  -1.269  2.446
H  -0.250  -4.291  0.469
C  3.776  -1.669  3.052
C  2.877  -0.435  3.195
C  3.731  0.836  3.127
C  2.136  -0.488  4.535
C  1.889  -0.420  2.083
C  1.091  -0.390  1.198
H  4.494  -1.702  3.872
H  4.333  -1.639  2.115
H  3.182  -2.585  3.081
H  4.460  0.827  3.938
H  3.115  1.731  3.232
H  4.275  0.893  2.183
H  2.856  -0.479  5.354
H  1.546  -1.403  4.614
H  1.475  0.372  4.654

## Properties
HOMO-LUMO gap	7.61	eV
total charge	+2
total energy	-69476.855	eV
highest occupied orbital energy	-15.218	eV

No. 2
The following is a DFT calculation (ωB97M-V/def2-TZVPD) of a molecular structure, C22H30F3N4OPtS2.

Geometry (Å):
Pt  0.556  0.865  -0.192
C  2.764  -1.179  0.664
N  1.692  -0.362  1.302
C  0.627  -1.265  1.819
C  -0.653  -0.525  2.151
N  -1.257  0.022  0.917
C  -1.970  -1.018  0.147
C  -2.193  1.120  1.130
C  -3.041  1.171  2.220
C  -3.962  2.206  2.325
C  -4.027  3.180  1.340
C  -3.173  3.125  0.246
C  -2.252  2.092  0.139
S  -1.155  2.026  -1.250
C  2.238  0.492  2.361
C  3.207  0.008  3.232
C  3.721  0.827  4.220
C  3.265  2.136  4.340
C  2.300  2.617  3.477
C  1.785  1.793  2.476
S  0.581  2.471  1.390
H  2.986  -2.057  1.274
H  3.660  -0.573  0.567
H  2.438  -1.501  -0.318
H  0.988  -1.784  2.712
H  0.449  -2.009  1.048
H  -0.446  0.308  2.822
H  -1.336  -1.209  2.664
H  -2.765  -1.452  0.759
H  -1.283  -1.794  -0.157
H  -2.409  -0.561  -0.738
H  -2.999  0.410  2.989
H  -4.636  2.239  3.170
H  -4.729  3.997  1.429
H  -3.205  3.886  -0.522
H  3.555  -1.014  3.151
H  4.480  0.448  4.890
H  3.676  2.787  5.100
H  1.949  3.638  3.555
F  2.004  2.739  -1.736
C  2.211  1.609  -1.047
F  3.159  1.875  -0.126
F  2.768  0.723  -1.896
C  0.269  0.733  -3.714
N  -0.433  -0.528  -3.504
C  -1.836  -0.518  -3.925
C  -0.028  -1.359  -2.506
O  0.644  -0.968  -1.503
N  -0.304  -2.673  -2.672
C  -0.693  -3.231  -3.964
C  0.032  -3.668  -1.666
H  -0.103  1.164  -4.642
H  1.336  0.555  -3.811
H  0.102  1.458  -2.918
H  -2.323  0.378  -3.533
H  -2.363  -1.387  -3.541
H  -1.908  -0.510  -5.013
H  -0.493  -2.518  -4.756
H  -1.748  -3.511  -3.983
H  -0.101  -4.128  -4.144
H  0.598  -3.211  -0.867
H  0.654  -4.442  -2.118
H  -0.867  -4.141  -1.266

## Properties
HOMO-LUMO gap	7.05	eV
total charge	+1
total energy	-64374.516	eV
highest occupied orbital energy	-10.687	eV

No. 3
The following is a DFT calculation (ωB97M-V/def2-TZVPD) of a single C22H30N2O6S2 molecule.

Geometry (Å):
C  2.673  -3.190  -1.758
H  3.311  -2.946  -0.912
C  2.636  -2.034  -2.752
C  1.608  -2.243  -3.847
H  1.587  -3.266  -4.213
H  1.729  -1.543  -4.669
S  -0.067  -1.896  -3.235
O  -0.971  -1.875  -4.353
O  -0.402  -2.858  -2.193
C  -0.063  -0.293  -2.527
C  0.019  -0.020  -1.176
N  0.078  1.264  -0.750
C  -0.237  1.772  0.516
C  -1.174  1.180  1.352
C  -1.435  1.705  2.606
C  -0.774  2.849  3.038
C  0.132  3.472  2.177
C  0.396  2.942  0.936
H  1.099  3.426  0.275
H  0.622  4.372  2.513
O  -0.943  3.440  4.253
C  -1.823  2.843  5.173
H  -1.513  1.822  5.421
H  -2.851  2.829  4.797
H  -1.777  3.460  6.069
H  -2.162  1.213  3.231
H  -1.714  0.305  1.027
H  0.234  1.939  -1.503
N  0.023  -1.044  -0.284
C  0.614  -1.073  0.985
C  0.135  -1.987  1.914
C  0.675  -2.062  3.185
C  1.714  -1.212  3.550
C  2.217  -0.317  2.606
C  1.684  -0.252  1.338
H  2.105  0.430  0.617
H  3.039  0.320  2.891
O  2.308  -1.184  4.776
C  1.858  -2.079  5.762
H  0.804  -1.911  6.009
H  2.468  -1.880  6.642
H  1.997  -3.121  5.455
H  0.275  -2.783  3.879
H  -0.671  -2.649  1.634
H  -0.223  -1.944  -0.702
S  -0.088  0.900  -3.809
O  0.801  0.448  -4.846
O  0.233  2.200  -3.236
C  -1.778  0.989  -4.451
C  -2.706  1.383  -3.321
C  -4.157  1.471  -3.784
H  -4.485  0.511  -4.174
H  -4.803  1.749  -2.955
H  -4.262  2.216  -4.569
H  -2.382  2.346  -2.920
H  -2.621  0.640  -2.524
H  -1.756  1.728  -5.249
H  -1.990  0.001  -4.849
H  2.398  -1.101  -2.234
H  3.622  -1.912  -3.206
H  3.063  -4.086  -2.236
H  1.674  -3.407  -1.392

## Properties
ΔE to the lowest compared entry with this formula, charge and spin	0.954	eV
HOMO-LUMO gap	8.52	eV
SMILES string	CCCS(=O)(=O)C(=C(Nc1ccc(OC)cc1)Nc1ccc(OC)cc1)S(=O)(=O)CCC
total energy	-60235.467	eV
highest occupied orbital energy	-8.004	eV